DFT (ωB97M-V/def2-TZVPD) results for 9 unconnected molecules or ions with the total composition C36H60N4O10S5 in a non-equilibrium geometry.

Properties
- charge = 0
- energy relative to the best compared isomer or geometry (same formula, charge and spin) (kJ/mol) = 519.7
- frontier orbital gap (eV) = 8.06
- LUMO (eV) = -0.076
- multiplicity = 1

Last column: Löwdin charge in e.
Geometry (Å):
1 O 0.878 7.286 3.453  -0.317
2 S 1.855 7.573 2.448  0.656
3 O 3.062 6.815 2.269  -0.332
4 C 1.007 7.654 0.774  -0.192
5 C 0.711 9.136 0.527  -0.226
6 C 0.780 9.880 1.892  -0.197
7 C 2.135 9.339 2.524  -0.224
8 H 0.143 6.989 0.749  0.102
9 H 1.819 7.465 0.072  0.090
10 H 1.484 9.508 -0.145  0.109
11 H -0.252 9.355 0.066  0.111
12 H 0.023 9.757 2.666  0.109
13 H 0.821 10.944 1.658  0.105
14 H 2.325 9.704 3.533  0.104
15 H 2.992 9.572 1.892  0.101
16 O 4.292 2.175 -11.176  -0.370
17 S 3.219 1.198 -11.535  0.745
18 O 2.767 1.050 -12.917  -0.363
19 C 3.640 -0.608 -11.060  -0.165
20 C 2.689 -0.964 -9.842  -0.234
21 C 1.486 -0.123 -9.913  -0.253
22 C 1.808 1.306 -10.325  -0.206
23 H 4.712 -0.697 -10.878  0.089
24 H 3.428 -1.205 -11.947  0.087
25 H 2.493 -2.033 -9.928  0.114
26 H 3.193 -0.851 -8.882  0.113
27 H 1.079 -0.121 -8.902  0.121
28 H 0.868 -0.550 -10.703  0.126
29 H 2.321 1.849 -9.531  0.094
30 H 1.074 1.969 -10.784  0.104
31 O -1.506 0.144 -1.170  -0.335
32 S -0.096 -0.202 -1.263  0.698
33 O 0.278 -1.592 -1.159  -0.356
34 C 0.789 0.456 -2.780  -0.206
35 C 2.141 1.022 -2.314  -0.234
36 C 1.946 1.675 -0.957  -0.219
37 C 0.973 0.826 -0.083  -0.177
38 H 0.218 1.313 -3.138  0.097
39 H 0.852 -0.305 -3.558  0.097
40 H 2.874 0.226 -2.180  0.114
41 H 2.536 1.743 -3.030  0.115
42 H 1.516 2.672 -1.049  0.111
43 H 2.926 1.799 -0.497  0.112
44 H 0.164 1.328 0.447  0.085
45 H 1.478 0.188 0.643  0.096
46 O -4.554 0.688 4.313  -0.379
47 S -4.463 -0.626 5.033  0.734
48 O -3.166 -1.160 5.449  -0.354
49 C -5.805 -0.928 6.213  -0.200
50 C -6.793 -2.004 5.549  -0.224
51 C -5.983 -2.860 4.688  -0.247
52 C -5.060 -1.936 3.799  -0.174
53 H -6.285 -0.020 6.576  0.099
54 H -5.247 -1.334 7.057  0.093
55 H -7.224 -2.595 6.357  0.115
56 H -7.598 -1.476 5.040  0.118
57 H -6.615 -3.556 4.137  0.118
58 H -5.357 -3.453 5.355  0.117
59 H -5.651 -1.348 3.097  0.085
60 H -4.283 -2.367 3.168  0.098
61 O 3.315 2.439 9.288  -0.353
62 S 3.538 1.306 8.383  0.716
63 O 3.461 -0.072 8.859  -0.354
64 C 2.315 1.493 7.016  -0.199
65 C 3.109 1.584 5.673  -0.210
66 C 4.456 2.200 5.999  -0.237
67 C 5.063 1.569 7.277  -0.186
68 H 1.811 2.429 7.252  0.095
69 H 1.664 0.649 7.244  0.094
70 H 3.278 0.584 5.273  0.109
71 H 2.573 2.046 4.844  0.111
72 H 4.307 3.263 6.188  0.115
73 H 5.206 2.093 5.216  0.113
74 H 5.820 2.108 7.846  0.094
75 H 5.534 0.615 7.040  0.093
76 C -5.447 6.773 -0.776  -0.143
77 C -6.033 5.638 -1.319  -0.136
78 C -5.475 4.545 -0.700  -0.137
79 N -4.801 4.990 0.437  0.020
80 C -4.626 6.379 0.235  -0.133
81 H -5.610 7.708 -1.291  0.095
82 H -6.744 5.698 -2.130  0.095
83 H -5.844 3.535 -0.793  0.100
84 H -4.493 4.434 1.221  0.142
85 H -4.084 6.917 0.998  0.097
86 C 1.280 -5.214 2.734  -0.126
87 C 1.102 -5.764 4.001  -0.125
88 C 1.282 -7.121 3.899  -0.174
89 N 1.673 -7.459 2.657  0.021
90 C 1.637 -6.250 1.913  -0.130
91 H 1.159 -4.184 2.433  0.095
92 H 0.792 -5.163 4.843  0.095
93 H 1.094 -7.805 4.713  0.107
94 H 1.896 -8.375 2.295  0.146
95 H 1.949 -6.296 0.880  0.095
96 C 4.197 -6.596 -4.660  -0.111
97 C 3.053 -7.387 -4.754  -0.137
98 C 1.967 -6.693 -4.282  -0.152
99 N 2.346 -5.401 -4.093  0.006
100 C 3.718 -5.345 -4.341  -0.141
101 H 5.226 -6.899 -4.787  0.096
102 H 3.078 -8.456 -4.910  0.091
103 H 0.914 -6.917 -4.194  0.107
104 H 1.765 -4.721 -3.624  0.145
105 H 4.217 -4.429 -4.060  0.097
106 C -4.808 -7.536 -1.307  -0.121
107 C -4.580 -8.380 -0.147  -0.089
108 C -3.372 -7.875 0.410  -0.118
109 N -2.856 -6.783 -0.367  0.008
110 C -3.764 -6.606 -1.396  -0.162
111 H -5.603 -7.438 -2.031  0.080
112 H -5.115 -9.277 0.129  0.080
113 H -2.764 -8.204 1.240  0.088
114 H -2.050 -6.210 -0.160  0.136
115 H -3.577 -5.822 -2.114  0.098

DFT (ωB97M-V/def2-TZVPD) results for a molecular structure, C36H62AgNO14 in a non-equilibrium geometry.

Properties
- charge = +2
- frontier orbital gap (alpha / beta) (eV) = 9.45 / 5.06
- LUMO (alpha / beta) (eV) = -4.348 / -8.738
- multiplicity = 3

Last column: Mulliken spin population.
Geometry (Å):
1 Ag 1.028 0.346 -4.014  0.057
2 C 0.465 0.143 -0.053  0.054
3 C -0.691 0.352 -0.962  -0.061
4 C -1.117 1.823 -1.011  0.072
5 O -0.333 -0.120 -2.289  0.911
6 H 1.355 0.752 -0.210  0.007
7 H 0.715 -0.918 -0.040  -0.029
8 H 0.149 0.393 0.960  0.005
9 H -1.553 -0.159 -0.533  -0.013
10 H -0.251 2.428 -1.281  0.014
11 H -1.498 2.105 -0.030  -0.008
12 H -1.858 1.962 -1.798  0.004
13 C 0.170 0.401 4.399  0.070
14 C -1.229 -0.198 4.714  -0.010
15 C -1.944 -0.581 3.421  0.000
16 C -1.574 -1.890 2.739  -0.015
17 C -1.852 -2.968 3.822  0.017
18 C -1.032 -2.811 5.143  -0.016
19 N -1.093 -1.382 5.623  0.748
20 O -0.345 -1.169 6.795  0.052
21 C -1.655 -3.728 6.193  0.029
22 C 0.443 -3.158 4.752  0.086
23 C -2.116 0.852 5.473  0.040
24 H 0.469 1.053 5.219  -0.004
25 H 0.259 1.021 3.507  0.001
26 H 0.907 -0.397 4.306  -0.002
27 H -3.020 -0.410 3.371  0.005
28 H -1.606 0.052 2.601  0.001
29 H -0.508 -1.902 2.508  0.000
30 H -2.159 -1.912 1.819  0.002
31 H -1.645 -3.945 3.385  -0.003
32 H -2.896 -2.802 4.089  -0.007
33 H -1.738 -4.779 5.916  0.001
34 H -1.137 -3.762 7.151  -0.001
35 H -2.614 -3.298 6.481  -0.003
36 H 0.837 -2.421 4.052  -0.003
37 H 1.086 -3.187 5.632  -0.002
38 H 0.439 -4.141 4.281  0.005
39 H -2.876 0.286 6.011  -0.004
40 H -2.590 1.589 4.824  0.001
41 H -1.720 1.366 6.349  -0.001
42 H -1.102 -1.081 7.379  0.011
43 O -0.240 -6.766 -1.084  0.000
44 C 0.379 -5.709 -0.916  0.000
45 O -0.158 -4.499 -1.096  0.000
46 C 0.688 -3.493 -0.627  0.009
47 C 1.749 -4.218 0.156  0.002
48 C 1.805 -5.571 -0.422  0.000
49 H 0.004 -3.018 0.076  -0.008
50 H 0.935 -2.648 -1.271  -0.010
51 H 1.511 -4.148 1.217  0.001
52 H 2.705 -3.749 -0.077  0.000
53 H 1.991 -6.444 0.204  0.000
54 H 2.563 -5.630 -1.203  0.000
55 O 2.980 0.214 -2.692  -0.004
56 C 4.025 0.705 -2.384  -0.002
57 O 4.190 1.026 -1.112  -0.001
58 C 5.483 1.452 -0.819  0.000
59 C 6.280 1.412 -2.135  0.000
60 C 5.345 0.879 -3.191  0.000
61 H 5.916 0.681 -0.181  0.000
62 H 5.530 2.438 -0.358  0.000
63 H 7.239 0.907 -2.024  0.000
64 H 6.498 2.447 -2.397  0.000
65 H 5.688 -0.063 -3.619  0.000
66 H 5.182 1.493 -4.077  0.000
67 O 1.439 2.562 -3.549  -0.003
68 C 1.266 3.773 -3.534  0.001
69 O 0.202 4.315 -2.898  0.001
70 C 0.015 5.659 -3.317  0.000
71 C 0.941 5.852 -4.587  0.000
72 C 2.052 4.870 -4.289  0.000
73 H 0.308 6.168 -2.399  0.000
74 H -1.017 5.799 -3.639  0.000
75 H 1.375 6.847 -4.688  0.000
76 H 0.324 5.556 -5.436  0.000
77 H 2.792 5.278 -3.601  0.000
78 H 2.458 4.429 -5.199  0.000
79 O 2.335 6.135 -1.045  0.000
80 C 2.249 5.312 -0.163  0.000
81 O 1.323 5.290 0.796  0.000
82 C 1.208 4.024 1.466  0.001
83 C 2.649 3.529 1.353  0.000
84 C 3.076 3.998 -0.079  0.000
85 H 0.521 3.385 0.911  0.000
86 H 0.849 4.204 2.479  0.000
87 H 2.752 2.448 1.449  0.000
88 H 3.292 3.933 2.134  0.000
89 H 2.659 3.296 -0.801  0.000
90 H 4.149 4.160 -0.190  0.000
91 O -0.398 -0.889 -5.432  0.002
92 C -1.141 -1.892 -5.274  0.002
93 O -2.228 -2.091 -6.064  0.000
94 C -2.886 -3.272 -5.715  0.000
95 C -2.477 -3.573 -4.283  0.002
96 C -1.093 -2.953 -4.238  -0.014
97 H -2.539 -4.060 -6.383  0.000
98 H -3.971 -3.177 -5.699  0.000
99 H -2.489 -4.650 -4.112  0.000
100 H -3.145 -3.083 -3.574  0.000
101 H -0.345 -3.671 -4.574  0.000
102 H -0.868 -2.555 -3.249  0.008
103 O -5.292 1.915 -2.349  0.000
104 C -4.928 1.249 -1.342  0.000
105 O -5.164 1.766 -0.143  0.000
106 C -4.773 0.826 0.887  0.000
107 C -4.511 -0.480 0.235  -0.001
108 C -4.559 -0.254 -1.269  0.002
109 H -5.637 0.787 1.551  0.000
110 H -3.950 1.299 1.423  0.000
111 H -5.259 -1.232 0.484  0.000
112 H -3.571 -0.847 0.647  0.001
113 H -5.259 -0.991 -1.663  0.000
114 H -3.589 -0.501 -1.701  -0.004